Molecular formula: C18H20F19N4O3
Method: DFT, the ωB97M-V functional and the def2-TZVPD basis

E_tot, Eh: -3039.71877
HOMO, eV: -13.527
Gap between HOMO and LUMO, eV: 8.46
Total charge: +1

Each atom is followed by the atoms it is bonded to, with distances in Å.
Positions of all 64 atoms, in Å:
1 N 0.047 -1.950 0.513  C2 1.492, H17 1.039, H18 1.032
2 C 0.982 -2.473 1.553  N1 1.492, C3 1.621, H19 1.154, H20 1.152
3 C 1.346 -4.039 1.345  C2 1.621, C4 1.535, N9 1.411
4 C 2.767 -4.312 0.832  C3 1.535, N5 1.455, C6 1.578
5 N 3.768 -3.313 0.490  C4 1.455, H21 1.040, H22 1.039
6 C 3.036 -5.862 0.715  C4 1.578, C7 1.541, H23 1.135
7 C 1.791 -6.661 1.147  C6 1.541, N8 1.393, H24 1.149
8 N 0.525 -6.258 1.565  C7 1.393, N9 1.328
9 N 0.316 -4.950 1.660  C3 1.411, N8 1.328, C10 1.509
10 C -1.055 -4.517 2.117  N9 1.509, C11 1.605, H25 1.152, H26 1.135
11 C -2.043 -4.279 0.875  C10 1.605, O12 1.467, C13 1.594, H27 1.141
12 O -2.493 -5.612 0.460  C11 1.467, H28 0.989
13 C -3.368 -3.476 1.247  C11 1.594, F14 1.415, F15 1.425, F16 1.419
14 F -4.262 -4.303 1.967  C13 1.415
15 F -4.037 -3.177 0.026  C13 1.425
16 F -3.081 -2.284 1.962  C13 1.419
17 H -0.811 -1.650 1.017  N1 1.039
18 H 0.454 -1.076 0.146  N1 1.032
19 H 0.531 -2.282 2.597  C2 1.154
20 H 1.963 -1.870 1.545  C2 1.152
21 H 3.421 -2.706 -0.281  N5 1.040
22 H 4.563 -3.840 0.078  N5 1.039
23 H 4.023 -6.295 0.362  C6 1.135
24 H 1.935 -7.801 1.116  C7 1.149
25 H -1.479 -5.427 2.683  C10 1.152
26 H -1.024 -3.671 2.874  C10 1.135
27 H -1.543 -3.833 -0.049  C11 1.141
28 H -1.733 -5.928 -0.087  O12 0.989
29 C 3.744 3.837 0.300  C30 1.544, O36 1.435, H43 1.094, H44 1.093
30 C 4.110 2.965 1.521  C29 1.544, C31 1.530, F34 1.355, F35 1.365
31 C 4.873 1.673 1.224  C30 1.530, F32 1.348, F33 1.358, H45 1.094
32 F 4.177 0.822 0.444  C31 1.348
33 F 5.133 1.004 2.376  C31 1.358
34 F 2.987 2.714 2.236  C30 1.355
35 F 4.902 3.731 2.327  C30 1.365
36 O 2.416 3.704 -0.226  C29 1.435, C37 1.410
37 C 2.180 2.660 -1.143  O36 1.410, C38 1.532, F41 1.348, F42 1.350
38 C 1.186 1.623 -0.610  C37 1.532, F39 1.356, F40 1.358, H46 1.088
39 F 1.616 1.069 0.551  C38 1.356
40 F 1.025 0.603 -1.491  C38 1.358
41 F 3.354 2.118 -1.523  C37 1.348
42 F 1.665 3.241 -2.248  C37 1.350
43 H 3.782 4.873 0.650  C29 1.094
44 H 4.499 3.786 -0.488  C29 1.093
45 H 5.830 1.886 0.739  C31 1.094
46 H 0.214 2.075 -0.425  C38 1.088
47 C -3.854 2.521 -1.464  C48 1.544, O54 1.433, H61 1.094, H62 1.093
48 C -2.348 2.815 -1.292  C47 1.544, C49 1.530, F52 1.353, F53 1.374
49 C -1.996 4.034 -0.438  C48 1.530, F50 1.341, F51 1.360, H63 1.094
50 F -2.471 5.180 -0.947  C49 1.341
51 F -0.646 4.182 -0.362  C49 1.360
52 F -1.771 2.891 -2.514  C48 1.353
53 F -1.795 1.712 -0.686  C48 1.374
54 O -4.479 2.985 -2.666  C47 1.433, C55 1.413
55 C -4.936 4.321 -2.691  O54 1.413, C56 1.533, F59 1.346, F60 1.351
56 C -4.199 5.178 -3.726  C55 1.533, F57 1.351, F58 1.354, H64 1.093
57 F -2.868 5.202 -3.497  C56 1.351
58 F -4.627 6.461 -3.680  C56 1.354
59 F -4.890 4.838 -1.449  C55 1.346
60 F -6.246 4.260 -3.017  C55 1.351
61 H -3.940 1.432 -1.529  C47 1.094
62 H -4.433 2.789 -0.576  C47 1.093
63 H -2.376 3.921 0.582  C49 1.094
64 H -4.360 4.793 -4.736  C56 1.093